Record 1
The molecule C3H9N3O in a non-equilibrium geometry, computed with ωB97M-V/def2-TZVPD.

Structure (SMILES) = CNN/C(C)=N/O
Energy above the lowest of the compared OMol25 structures with the same formula, charge and spin = 99.7 kcal per mole
Net charge = 0
Spin multiplicity = 1
LUMO energy = 0.99 eV

Bonds (Å) are listed after each position.
Geometry (Å):
1 C -2.5989 -0.3653 0.1488  N4 1.440, H11 1.092, H12 1.101, H13 1.089
2 C 1.9918 1.0729 0.3646  C5 1.504, H14 1.091, H15 1.088, H16 1.087
3 N -0.3360 0.6544 -0.2830  N4 1.610, C5 1.348, H9 1.019
4 N -1.4116 -0.4829 -0.6578  C1 1.440, N3 1.610, H10 1.020
5 C 0.8829 0.1362 -0.0292  C2 1.504, N3 1.348, N7 1.293
6 O 2.2946 -1.6292 -0.0386  N7 1.411, H8 0.965
7 N 0.9668 -1.1532 -0.0584  C5 1.293, O6 1.411
8 H 2.1780 -2.5860 0.0097  O6 0.965
9 H -0.4395 1.6678 -0.2610  N3 1.019
10 H -1.5888 -0.2054 -1.6230  N4 1.020
11 H -3.4042 -0.9267 -0.3304  C1 1.092
12 H -2.9503 0.6722 0.2617  C1 1.101
13 H -2.4027 -0.7591 1.1452  C1 1.089
14 H 2.4778 1.4557 -0.5337  C2 1.091
15 H 1.6001 1.9099 0.9392  C2 1.088
16 H 2.7399 0.5389 0.9457  C2 1.087

Atom charges from the Löwdin analysis, given in e for atoms 1 to 2:
1 C -0.15
2 C -0.02

Record 2
The ion C5H10NO2 with charge +1 in a non-equilibrium geometry, computed with ωB97M-V/def2-TZVPD.

Structure (SMILES) = [NH3+][C@H](C=O)CCC=O
Energy above the lowest of the compared OMol25 structures with the same formula, charge and spin = 85.4 kcal per mole
Net charge = +1
Spin multiplicity = 1
LUMO energy = -4.07 eV

Bonds (Å) are listed after each position.
Geometry (Å):
1 O 2.6025 1.4168 0.6170  C2 1.195
2 C 2.2178 0.5137 -0.0641  O1 1.195, C3 1.531, H9 1.086
3 C 0.8751 -0.0925 0.3533  C2 1.531, C4 1.493, N8 1.594, H10 1.251
4 C 0.2636 -1.1174 -0.5433  C3 1.493, C5 1.637, H11 1.099, H12 1.077
5 C -1.2270 -1.6207 -0.0909  C4 1.637, C6 1.499, H13 1.174, H14 1.161
6 C -2.3054 -0.7059 -0.5883  C5 1.499, O7 1.184, H15 0.970
7 O -2.3165 0.4519 -0.3389  C6 1.184
8 N -0.0692 1.1693 0.5912  C3 1.594, H16 1.032, H17 0.988, H18 0.938
9 H 2.8721 0.1249 -0.8392  C2 1.086
10 H 1.1861 -0.5395 1.4797  C3 1.251
11 H 0.3095 -1.0519 -1.6395  C4 1.099
12 H 0.8355 -2.0081 -0.7438  C4 1.077
13 H -1.3368 -2.6706 -0.6054  C5 1.174
14 H -0.9454 -1.8098 1.0195  C5 1.161
15 H -3.0141 -1.1222 -1.1036  C6 0.970
16 H -0.8732 0.7851 1.1119  N8 1.032
17 H -0.3728 1.5088 -0.2860  N8 0.988
18 H 0.5916 1.7849 0.8433  N8 0.938

Atom charges from the Löwdin analysis, given in e for atoms 1 to 2:
1 O 0.10
2 C -0.18

Record 3
The molecule C5H8N2O in a non-equilibrium geometry, computed with ωB97M-V/def2-TZVPD.

Energy above the lowest of the compared OMol25 structures with the same formula, charge and spin = 143.3 kcal per mole
Net charge = 0
Spin multiplicity = 1
LUMO energy (alpha / beta) = -1.13 / -0.57 eV

Bonds (Å) are listed after each position.
Geometry (Å):
1 C 2.1385 -2.5252 -2.6461  O8 1.273, H9 1.081, H10 1.198
2 C -0.0902 0.5897 0.0822  C3 1.294, C4 1.610, H11 1.059
3 C -0.9077 0.6460 1.0836  C2 1.294, C5 1.518, H12 1.021
4 C -0.1566 -0.5441 -1.0586  C2 1.610, N6 1.366, N7 1.247
5 C -0.8710 1.8324 2.0306  C3 1.518, H13 1.124, H14 1.108, H15 1.117
6 N 1.0959 -1.0086 -1.3437  C4 1.366, O8 1.339
7 N -1.3022 -0.8655 -1.4311  C4 1.247, H16 0.993
8 O 1.0770 -2.1417 -2.0575  C1 1.273, N6 1.339
9 H 2.0241 -3.4443 -3.2037  C1 1.081
10 H 3.2292 -2.0841 -2.4216  C1 1.198
11 H 0.6812 1.3151 0.0694  C2 1.059
12 H -1.5972 -0.1038 1.1578  C3 1.021
13 H -1.0288 1.3070 3.0113  C5 1.124
14 H 0.1844 2.1538 2.1278  C5 1.108
15 H -1.6357 2.6432 1.9583  C5 1.117
16 H -1.2302 -1.6391 -2.0501  N7 0.993

Atom charges from the Löwdin analysis, given in e for atoms 1 to 2:
1 C 0.03
2 C -0.05

Record 4
A cluster of 3 separate species, C2H10N2O2 in total in a non-equilibrium geometry, computed with ωB97M-V/def2-TZVPD.

Energy above the lowest of the compared OMol25 structures with the same formula, charge and spin = 9.5 kcal per mole
Net charge = +1
Spin multiplicity = 2
LUMO energy (alpha / beta) = -4.96 / -7.00 eV

Bonds (Å) are listed after each position.
Geometry (Å):
1 C 0.8693 -1.4330 0.0496  C2 1.414, N4 1.406, H5 1.086
2 C 1.1763 -1.7896 1.3828  C1 1.414, N3 1.297, H6 1.091
3 N 2.1877 -1.2812 2.0156  C2 1.297, H7 1.016, H8 1.012
4 N -0.3945 -1.0774 -0.4522  C1 1.406, H9 1.033, H10 1.023
5 H 1.6919 -1.3255 -0.6506  C1 1.086
6 H 0.6258 -2.5553 1.9319  C2 1.091
7 H 2.7980 -0.6538 1.4991  N3 1.016
8 H 2.4469 -1.6338 2.9276  N3 1.012
9 H -0.8686 -0.5031 0.2642  N4 1.033
10 H -1.0311 -1.8726 -0.5431  N4 1.023
11 H -3.5106 2.9142 -0.4556  O13 0.959
12 H -3.9836 3.7888 -1.6817  O13 0.959
13 O -3.2272 3.4421 -1.2049  H11 0.959, H12 0.959
14 H -0.1137 0.7490 -1.5500  O16 0.970
15 H 1.1195 1.5702 -1.9323  O16 0.969
16 O 0.2138 1.6607 -1.6006  H14 0.970, H15 0.969

Atom charges from the Löwdin analysis, given in e for atoms 1 to 2:
1 C -0.06
2 C -0.05

Record 5
The molecule C8H8 in a non-equilibrium geometry, computed with ωB97M-V/def2-TZVPD.

Structure (SMILES) = C1=CC2=C(C=CC2)C1
Energy above the lowest of the compared OMol25 structures with the same formula, charge and spin = 21.6 kcal per mole
Net charge = 0
Spin multiplicity = 1
LUMO energy = 1.09 eV

Bonds (Å) are listed after each position.
Geometry (Å):
1 C -0.2199 0.7678 1.6520  C2 1.506, C5 1.500, H9 1.105, H10 1.093
2 C -0.8253 -0.5758 1.9619  C1 1.506, C3 1.384, H11 1.104
3 C -0.8389 -1.4012 0.8516  C2 1.384, C4 1.473, H12 1.101
4 C -0.2005 -0.6236 -0.2242  C3 1.473, C5 1.355, C8 1.491
5 C 0.1952 0.5937 0.2211  C1 1.500, C4 1.355, C6 1.447
6 C 0.8323 1.3399 -0.8419  C5 1.447, C7 1.322, H13 1.094
7 C 0.8567 0.5932 -1.9328  C6 1.322, C8 1.540, H14 1.097
8 C 0.2034 -0.7723 -1.6521  C4 1.491, C7 1.540, H15 1.095, H16 1.096
9 H -0.8969 1.6353 1.7501  C1 1.105
10 H 0.6299 0.9170 2.3229  C1 1.093
11 H -1.3371 -0.7688 2.9207  C2 1.104
12 H -1.3221 -2.3899 0.8163  C3 1.101
13 H 1.2452 2.3468 -0.7331  C6 1.094
14 H 1.2941 0.8258 -2.9117  C7 1.097
15 H -0.5917 -0.9557 -2.3822  C8 1.095
16 H 0.9757 -1.5322 -1.8185  C8 1.096

Atom charges from the Löwdin analysis, given in e for atoms 1 to 2:
1 C -0.14
2 C -0.10

Record 6
A cluster of 2 separate species, C21H19F2O2 in total in a non-equilibrium geometry, computed with ωB97M-V/def2-TZVPD.

Net charge = -1
Spin multiplicity = 1
LUMO energy = 2.43 eV

Bonds (Å) are listed after each position.
Geometry (Å):
1 O -2.5870 -1.0479 -3.9839  C2 1.212
2 C -1.7189 -0.6742 -3.2251  O1 1.212, C3 1.484, C24 1.487
3 C -0.3119 -0.4817 -3.6574  C2 1.484, C4 1.338, H25 1.084
4 C 0.4660 0.4250 -3.0558  C3 1.338, C5 1.502, C9 1.504
5 C 1.9051 0.6818 -3.3989  C4 1.502, C6 1.533, H26 1.092, H27 1.091
6 C 2.7032 -0.5689 -3.7867  C5 1.533, C7 1.517, H28 1.091, H29 1.092
7 C 2.6493 -1.6978 -2.7746  C6 1.517, F8 1.401, H30 1.089, H31 1.092
8 F 3.7305 -1.6001 -1.8894  C7 1.401
9 C -0.1206 1.2492 -1.9429  C4 1.504, O10 1.196, C11 1.493
10 O 0.1918 2.3862 -1.7450  C9 1.196
11 C -1.1767 0.5543 -1.1492  C9 1.493, C12 1.389, C24 1.392
12 C -1.3478 0.8360 0.1998  C11 1.389, C13 1.390, H32 1.081
13 C -2.3048 0.1499 0.9389  C12 1.390, C14 1.512, C22 1.401
14 C -2.5158 0.3953 2.4158  C13 1.512, C15 1.525, H33 1.093, H34 1.095
15 C -1.4678 1.2303 3.1429  C14 1.525, C16 1.513, H35 1.092, H36 1.092
16 C -0.1460 0.5568 3.4401  C15 1.513, C17 1.394, C21 1.398
17 C 0.4026 -0.4699 2.6726  C16 1.394, C18 1.391, H37 1.081
18 C 1.6400 -1.0224 2.9879  C17 1.391, C19 1.389, H38 1.082
19 C 2.3522 -0.5711 4.0917  C18 1.389, C20 1.391, H39 1.082
20 C 1.8133 0.4438 4.8752  C19 1.391, C21 1.388, H40 1.082
21 C 0.5805 0.9939 4.5511  C16 1.398, C20 1.388, H41 1.084
22 C -3.1007 -0.8011 0.2875  C13 1.401, C23 1.386, H42 1.085
23 C -2.9469 -1.0741 -1.0624  C22 1.386, C24 1.392, H43 1.081
24 C -1.9679 -0.3987 -1.7853  C2 1.487, C11 1.392, C23 1.392
25 H 0.0651 -1.1112 -4.4555  C3 1.084
26 H 2.3758 1.1266 -2.5195  C5 1.092
27 H 1.9827 1.4423 -4.1770  C5 1.091
28 H 2.4158 -0.9215 -4.7781  C6 1.091
29 H 3.7525 -0.2735 -3.8522  C6 1.092
30 H 1.7367 -1.6928 -2.1800  C7 1.089
31 H 2.7163 -2.6678 -3.2714  C7 1.092
32 H -0.7140 1.6004 0.6275  C12 1.081
33 H -3.4904 0.8733 2.5411  C14 1.093
34 H -2.5896 -0.5706 2.9252  C14 1.095
35 H -1.2936 2.1685 2.6115  C15 1.092
36 H -1.8876 1.5105 4.1112  C15 1.092
37 H -0.1257 -0.8569 1.8128  C17 1.081
38 H 2.0603 -1.8004 2.3647  C18 1.082
39 H 3.3099 -1.0063 4.3438  C19 1.082
40 H 2.3489 0.8061 5.7432  C20 1.082
41 H 0.1768 1.7927 5.1618  C21 1.084
42 H -3.8568 -1.3307 0.8567  C22 1.085
43 H -3.5688 -1.7986 -1.5702  C23 1.081
44 F -2.1359 3.2154 -2.4423  no bonds

Atom charges from the Löwdin analysis, given in e for atoms 1 to 2:
1 O 0.10
2 C -0.33